1.
Molecular formula: C16H28B2N3O32S4
Method: DFT, the ωB97M-V functional and the def2-TZVPD basis

The calculation puts the strongest force on any atom at 0.1003 Eh/bohr. The calculation puts the HOMO-LUMO gap (alpha / beta) at 7.0 / 3.1 eV. The energy comes out at -131715.81273 eV. The HOMO energy (alpha / beta) is -13.88 / -13.88 eV.

The geometry in ORCA input format:
```
! wB97M-V def2-TZVPD RIJCOSX def2/J DEFGRID3
* xyz 2 2
N 3.83 3.72 0.87
H 3.91 3.62 -0.13
H 3.07 4.34 1.10
H 4.66 4.11 1.28
H 3.79 2.82 1.33
N -3.41 1.09 -3.94
H -3.83 0.22 -4.24
H -3.97 1.92 -4.11
H -2.45 1.21 -4.21
H -3.38 0.91 -2.95
N 4.87 -1.59 -3.74
H 4.27 -2.27 -4.19
H 4.41 -1.15 -2.97
H 5.10 -0.84 -4.38
H 5.80 -1.90 -3.47
O -3.42 5.30 6.20
C -2.71 4.62 5.43
O -1.55 4.91 4.89
B -0.99 3.86 4.02
O -2.03 2.82 3.99
C -3.13 3.27 4.70
O -4.18 2.69 4.89
O -0.74 4.52 2.65
C 0.43 4.10 2.18
O 0.94 4.28 1.04
C 1.21 3.46 3.34
O 0.36 3.34 4.41
O 2.35 3.11 3.25
O 3.09 1.23 1.14
C 2.35 0.41 0.59
O 0.98 0.22 0.86
B 0.40 -0.67 -0.13
O 1.59 -1.25 -0.84
C 2.75 -0.64 -0.50
O 3.85 -0.89 -1.00
O -0.42 -1.84 0.36
C -1.61 -1.72 -0.10
O -2.56 -2.45 0.21
C -1.74 -0.46 -1.05
O -0.48 0.12 -1.01
O -2.73 -0.09 -1.73
C 5.12 -4.01 -1.32
C 6.18 -4.94 -0.63
O 6.85 -5.57 -1.68
S 6.11 -5.61 -3.17
O 5.12 -6.71 -3.25
O 6.96 -5.30 -4.35
O 5.32 -4.22 -2.65
H 5.33 -2.95 -1.19
H 4.11 -4.30 -1.01
H 5.78 -5.72 0.02
H 6.79 -4.25 -0.06
C -4.43 1.85 1.19
C -5.07 0.50 1.08
O -6.04 0.62 0.08
S -5.81 1.91 -0.97
O -6.88 2.90 -0.85
O -5.41 1.50 -2.31
O -4.45 2.32 -0.17
H -3.44 1.75 1.62
H -4.98 2.63 1.71
H -5.48 0.16 2.03
H -4.41 -0.30 0.73
C -0.39 -5.10 2.11
C -1.66 -5.70 1.46
O -1.49 -7.10 1.76
S 0.11 -7.50 2.25
O 0.72 -8.43 1.34
O 0.17 -7.73 3.69
O 0.64 -5.95 1.99
H -0.55 -4.90 3.17
H -0.14 -4.13 1.69
H -1.82 -5.56 0.39
H -2.54 -5.36 2.01
C -0.80 4.84 -1.55
C -1.41 3.53 -0.96
O -2.49 3.20 -1.85
S -2.89 4.36 -3.02
O -4.03 5.12 -2.49
O -2.93 3.85 -4.40
O -1.50 5.23 -2.68
H 0.19 4.65 -1.95
H -0.90 5.75 -0.95
H -1.59 3.50 0.12
H -0.66 2.74 -1.01
*
```

Mulliken population analysis, charges in e, atoms 1 to 5: number 1, N, carries -0.254; number 2, H, carries 0.342; number 3, H, carries 0.217; number 4, H, carries 0.426; number 5, H, carries 0.435

---

2.
Molecular formula: C12H19N2
Method: DFT, the ωB97M-V functional and the def2-TZVPD basis

As for the SMILES: CC(C)=[N+](C)Cc1cc(C)ccc1N. The calculation puts the energy above the lowest of the compared OMol25 structures with the same formula, charge and spin at 257.1 kJ/mol. The calculation puts the strongest force on any atom at 0.0943 Eh/bohr. The calculation puts the HOMO-LUMO gap at 8.9 eV. The energy comes out at -15724.50344 eV. The HOMO energy is -12.07 eV.

The geometry in ORCA input format:
```
! wB97M-V def2-TZVPD RIJCOSX def2/J DEFGRID3
* xyz 1 1
C -2.31 1.37 -2.14
C -2.35 0.78 -0.88
C -0.02 0.82 -2.19
C -0.03 0.26 -0.92
C -1.12 1.34 -2.90
C -1.25 0.35 -0.17
C 1.13 -0.53 -0.50
C 1.12 -0.50 1.92
C -0.91 1.97 -4.20
C 0.83 -0.97 3.31
C 1.63 0.93 1.86
C 0.25 -2.43 0.75
N -1.34 -0.19 1.19
N 0.98 -1.20 0.86
H -3.27 1.50 -2.72
H -3.32 0.67 -0.38
H 0.81 0.65 -2.84
H 1.12 -1.36 -1.22
H 2.08 0.10 -0.39
H -0.61 2.98 -3.99
H -0.12 1.62 -4.81
H -1.78 2.05 -4.82
H -0.12 -1.49 3.27
H 1.15 -0.28 4.06
H 1.58 -1.76 3.51
H 1.44 1.42 2.88
H 1.26 1.57 1.08
H 2.73 0.87 1.72
H 0.16 -2.70 -0.23
H 0.91 -3.23 1.32
H -0.76 -2.37 1.08
H -1.77 0.55 1.83
H -1.96 -1.01 1.31
*
```

Mulliken population analysis, charges in e, atoms 1 to 5: number 1, C, carries -0.642; number 2, C, carries -0.514; number 3, C, carries -0.933; number 4, C, carries 0.885; number 5, C, carries 0.941

---

3.
Molecular formula: C4H6O2Pm
Method: DFT, the ωB97M-V functional and the def2-TZVPD basis

The calculation puts the strongest force on any atom at 0.0607 Eh/bohr. The calculation puts the HOMO-LUMO gap (alpha / beta) at 6.1 / 9.1 eV. The energy comes out at -24856.19481 eV. The HOMO energy (alpha / beta) is -22.35 / -23.20 eV.

The geometry in ORCA input format:
```
! wB97M-V def2-TZVPD RIJCOSX def2/J DEFGRID3
* xyz 3 5
H 0.29 0.71 1.41
O -0.33 -1.44 2.29
C 0.25 -0.83 1.33
C -0.54 0.11 0.59
C -0.39 0.98 -0.64
C 0.70 0.76 -1.62
O 1.47 -0.19 -1.59
Pm 1.31 -2.22 -0.73
H -0.46 -2.39 2.12
H -1.60 -0.13 0.73
H -0.29 2.03 -0.32
H -1.33 1.00 -1.24
H 0.92 1.59 -2.31
*
```

Mulliken population analysis, charges in e, atoms 1 to 5: number 1, H, carries 0.320; number 2, O, carries -0.204; number 3, C, carries -0.411; number 4, C, carries 0.019; number 5, C, carries -0.578

---

4.
Molecular formula: C6H11FN5
Method: DFT, the ωB97M-V functional and the def2-TZVPD basis

As for the SMILES: [H]/N=C\Cn1nnc([C@@H](F)CC)[nH+]1. The calculation puts the energy above the lowest of the compared OMol25 structures with the same formula, charge and spin at 0.0 kJ/mol. The calculation puts the strongest force on any atom at 0.0183 Eh/bohr. The calculation puts the HOMO-LUMO gap at 9.7 eV. The energy comes out at -16558.81614 eV. The HOMO energy is -14.54 eV.

The geometry in ORCA input format:
```
! wB97M-V def2-TZVPD RIJCOSX def2/J DEFGRID3
* xyz 1 1
C -1.69 -0.88 2.52
C -2.26 -1.47 1.22
C -1.22 -1.70 0.11
F -0.70 -2.97 0.17
C -0.04 -0.77 0.16
N 1.05 -0.82 0.89
N 1.80 0.24 0.57
N 1.19 0.92 -0.33
C 1.72 2.12 -0.99
C 2.63 1.69 -2.15
N 2.21 1.44 -3.31
N 0.04 0.32 -0.64
H -1.51 0.18 2.39
H -0.78 -1.39 2.82
H -2.43 -0.99 3.30
H -2.68 -2.45 1.42
H -3.04 -0.84 0.82
H -1.69 -1.56 -0.86
H 2.25 2.69 -0.23
H 0.89 2.72 -1.35
H 3.68 1.59 -1.89
H 1.22 1.65 -3.41
H -0.62 0.66 -1.33
*
```

Mulliken population analysis, charges in e, atoms 1 to 5: number 1, C, carries -1.160; number 2, C, carries -0.560; number 3, C, carries 0.222; number 4, F, carries -0.294; number 5, C, carries 0.311